{"formula": "C4H10N2O", "method": "wB97M-V/def2-TZVPD", "elements": ["O", "C", "C", "C", "C", "N", "N", "H", "H", "H", "H", "H", "H", "H", "H", "H", "H"], "coordinates": [[0.013484, 0.020110, -2.583773], [-0.406068, 0.770898, -1.746970], [-0.510044, 0.471699, -0.265543], [0.763364, -0.286558, 0.174850], [0.735872, -0.746374, 1.646204], [-0.122884, -1.917728, 1.875191], [-0.690239, 1.760641, 0.427278], [-1.013346, 1.640083, -2.090776], [-1.371975, -0.176452, -0.093283], [0.750801, -1.230521, -0.382439], [1.623776, 0.324021, -0.107869], [1.775357, -0.912281, 1.931652], [0.307596, 0.062142, 2.242174], [0.472807, -2.655883, 2.238673], [-0.427040, -2.313287, 0.986488], [-0.426920, 2.538860, -0.150491], [-0.348278, 1.676890, 1.368152]], "forces_ev_per_a": [[0.7, 0.0, 0.2], [-2.0, -0.7, -0.5], [1.3, 0.8, 0.4], [-1.0, -0.7, 0.0], [-0.2, 0.9, -0.6], [0.6, -0.6, -0.3], [-0.8, -1.5, -0.5], [0.5, 0.4, 0.2], [-0.2, 0.0, -0.2], [0.5, 0.3, -0.4], [0.1, -0.2, 0.3], [-0.1, -0.1, 0.3], [0.4, 0.1, 0.3], [-0.2, 0.0, 0.3], [-0.1, 0.3, 0.1], [0.4, 0.3, 0.5], [0.2, 0.8, 0.0]], "lowdin_charge": [0.070, -0.238, -0.361, -0.160, -0.279, -0.008, 0.049, 0.129, 0.143, 0.109, 0.121, 0.108, 0.085, 0.062, 0.059, 0.059, 0.052], "spin_multiplicity": 1, "smiles": "NCC[C@@H](N)C=O", "e_lumo_ev": 0.76, "energy_ev": -9336.8689, "e_above_lowest_kj_mol": 204.4}